Record 1
Below is a cluster of 11 separate species, C22H44Cl22 in total, with properties calculated with ωB97M-V/def2-TZVPD.

- SMILES = ClCCCl.ClCCCl.ClCCCl.ClCCCl.ClCCCl.ClCCCl.ClCCCl.ClCCCl.ClCCCl.ClCCCl.ClCCCl
- gap between HOMO and LUMO (eV) = 10.5
- HOMO level (eV) = -10.267

Positions of all 88 atoms, in Å:
Cl -5.59678 1.95081 -0.77217
C -3.99323 1.47623 -0.31828
C -3.94106 0.78813 1.04314
Cl -4.36390 1.89704 2.30863
H -3.30300 2.31669 -0.43126
H -3.60560 0.73787 -1.00803
H -2.93118 0.50258 1.29663
H -4.71205 -0.00440 1.04007
Cl -1.37502 3.26019 -2.63282
C -0.10992 4.27526 -1.90026
C -0.64662 5.53578 -1.24160
Cl -1.66777 5.23968 0.18193
H 0.61953 4.47650 -2.67366
H 0.32327 3.59082 -1.17082
H -1.32067 5.97472 -1.95091
H 0.20177 6.17669 -0.97130
Cl 2.98304 2.67650 0.97976
C 4.66699 2.30083 1.41096
C 4.88385 0.82239 1.75758
Cl 4.37855 -0.26088 0.39911
H 4.87363 2.89855 2.29200
H 5.26356 2.63019 0.59148
H 4.21843 0.49553 2.57881
H 5.92423 0.60531 2.02811
Cl 0.09813 -3.08738 2.08534
C -1.54692 -3.15290 2.86835
C -1.71829 -4.34843 3.73469
Cl -1.73150 -5.89575 2.84134
H -2.24325 -3.13839 2.04269
H -1.59881 -2.28034 3.49264
H -2.60356 -4.28573 4.35482
H -0.92924 -4.43242 4.49939
Cl -3.50666 -0.47106 -5.39468
C -2.60354 0.70800 -4.42240
C -1.17962 0.75960 -4.88963
Cl -0.92089 1.37166 -6.50114
H -2.71880 0.33876 -3.41611
H -3.13634 1.62350 -4.57501
H -0.76330 -0.23319 -4.92250
H -0.64143 1.40027 -4.22169
Cl 2.28101 -2.63884 -3.44613
C 1.26939 -4.13271 -3.56512
C -0.05128 -3.96217 -2.85627
Cl 0.14471 -4.10099 -1.12664
H 1.75733 -4.89311 -2.98983
H 1.05462 -4.36902 -4.59514
H -0.70515 -4.81554 -3.13597
H -0.48875 -3.03361 -3.20861
Cl 4.06206 -2.23155 3.41802
C 3.30520 -1.84360 4.96638
C 1.91206 -1.30266 4.84524
Cl 1.93570 0.25671 3.96065
H 3.91985 -1.21412 5.57856
H 3.19411 -2.80547 5.52555
H 1.56417 -1.03167 5.82354
H 1.24174 -1.95680 4.29929
Cl 4.93249 2.66934 -2.62123
C 4.32090 1.01266 -3.08072
C 3.28614 1.16939 -4.13108
Cl 1.77077 1.95868 -3.57125
H 3.85370 0.57052 -2.21865
H 5.13198 0.61660 -3.66250
H 3.01465 0.16012 -4.41092
H 3.58795 1.70087 -5.00787
Cl -1.76771 4.00598 5.16029
C -0.89990 4.46997 3.72190
C 0.46552 3.84471 3.65903
Cl 1.49430 4.49411 5.03535
H -0.82328 5.54780 3.55522
H -1.45485 4.00896 2.87734
H 0.93258 4.18837 2.73591
H 0.34901 2.76014 3.73441
Cl -4.04457 -2.40058 0.08074
C -4.22923 -3.90011 -0.92600
C -3.35602 -4.95054 -0.24612
Cl -3.32034 -6.46108 -1.27118
H -3.74770 -3.54475 -1.81053
H -5.26420 -4.12402 -1.19384
H -3.76911 -5.40719 0.62757
H -2.31853 -4.61247 -0.15483
Cl -0.32541 1.80321 0.91667
C 0.50069 0.26928 0.66046
C 0.34867 -0.14222 -0.79528
Cl -1.34506 -0.58225 -1.17497
H 0.04770 -0.49088 1.30366
H 1.57275 0.44619 0.81035
H 0.99629 -0.95063 -1.08596
H 0.63700 0.70576 -1.42266


Record 2
Below is a cluster of 2 separate species, C5H7F8NO4P in total, with properties calculated with ωB97M-V/def2-TZVPD.

- total charge = -1
- gap between HOMO and LUMO (eV) = 5.2
- HOMO level (eV) = -2.853

Positions of all 26 atoms, in Å:
O 1.88374 0.84167 -2.82789
N 1.93602 1.58751 -4.12390
P 2.38727 3.13134 -3.83726
O 1.33206 3.68928 -2.60896
O 3.87162 3.10232 -3.05214
H 0.97168 0.75140 -2.58094
H 0.74872 4.26853 -3.08988
H 4.05991 2.21840 -2.73421
C -1.95847 -1.17958 2.38701
C -0.58356 -1.66186 2.88243
C 0.57100 -0.65855 2.87900
F 0.86353 -0.24554 1.63748
F 1.67497 -1.26605 3.38509
F -0.23144 -2.77495 2.20879
F -0.76014 -2.02780 4.18866
O -2.33052 -1.50898 1.06686
C -1.98951 -0.68581 0.01952
C -1.08450 -1.40154 -0.98110
F 0.05962 -1.79524 -0.39106
F -0.78002 -0.55616 -1.98044
F -1.45684 0.46336 0.45391
F -3.13897 -0.37160 -0.61632
H -2.67699 -1.71960 3.00014
H -2.12386 -0.12493 2.60266
H 0.33572 0.20769 3.50492
H -1.58105 -2.28329 -1.39239


Record 3
Below is the ion C4H10NO2S with charge +1, with properties calculated with ωB97M-V/def2-TZVPD.

- SMILES = O[C@@H]1C[NH2+]C[C@]1(O)S
- total charge = +1
- gap between HOMO and LUMO (eV) = 9.8
- HOMO level (eV) = -13.124

Positions of all 18 atoms, in Å:
O -0.87949 -2.06208 0.15767
C -0.31522 -1.06103 -0.60105
C 1.17249 -0.87587 -0.20846
N 1.32134 0.52209 0.31556
C 0.04459 0.77799 1.04768
C -0.97667 0.27246 -0.24252
O -0.79873 1.19223 -1.23528
S -2.65216 0.13011 0.37525
H -1.31190 -2.67650 -0.42594
H -0.36335 -1.37792 -1.71275
H 1.30903 -1.58749 0.56873
H 1.75022 -0.87511 -1.17472
H 2.05068 0.63762 1.04108
H 1.17154 1.27151 -0.35720
H -0.13617 1.82183 1.31270
H -0.07236 0.14308 1.80668
H -0.99213 2.08181 -0.90873
H -3.13283 0.98650 -0.52244


Record 4
Below is a structure of composition C13H10F5NNi, with properties calculated with ωB97M-V/def2-TZVPD.

- total charge = -2
- gap between HOMO and LUMO (alpha / beta) (eV) = 4.3 / 3.4
- 2S+1 = 3
- expectation value of S² = 2.03
- HOMO level (alpha / beta) (eV) = 1.037 / 1.929

Positions of all 30 atoms, in Å:
C -0.20761 -3.13997 -1.34684
C -1.12293 -2.23563 -1.90977
C -1.55571 -1.35360 -0.86592
C -0.84353 -1.69926 0.33266
C -0.01720 -2.81986 0.00725
Ni 0.47740 -0.52909 -0.77602
N 2.32274 -2.28477 1.66221
C 0.61579 0.23762 -2.31220
C -0.64678 0.79778 -2.29495
H -2.32341 -0.62855 -0.95672
H -1.50456 -2.23701 -2.91581
H -0.99558 -1.27191 1.32556
H 0.57480 -3.35832 0.70361
H 0.31554 -3.93455 -1.85806
H -1.42753 0.60130 -3.00399
H 1.41270 0.87149 -1.83346
H 2.38159 -1.56341 0.95882
H -0.81157 1.64374 -1.63965
H 0.98383 -0.23093 -3.25453
F 2.72420 1.20944 0.76601
C 1.45829 1.49927 1.17729
C 0.35978 0.93398 0.55756
C -0.85253 1.39380 1.03171
F -2.06217 1.04446 0.47175
C -1.00061 2.32913 2.07786
F -2.23083 2.70332 2.48956
C 0.12507 2.86447 2.69357
F 0.00995 3.77341 3.68830
C 1.36483 2.43644 2.22704
F 2.47605 2.94723 2.79715


Record 5
Below is a cluster of 9 separate species, C38H99N5O18 in total, with properties calculated with ωB97M-V/def2-TZVPD.

- SMILES = COCCNCCOC.COCCNCCOC.COCCNCCOC.COCCNCCOC.COCCNCCOC.OCCO.OCCO.OCCO.OCCO
- gap between HOMO and LUMO (eV) = 8.9
- HOMO level (eV) = -8.284

Positions of all 160 atoms, in Å:
C -6.42078 2.19080 -4.24021
O -6.78502 0.87183 -3.85745
C -5.74558 -0.12277 -4.14805
C -4.57139 -0.05550 -3.26114
N -4.96082 -0.42177 -1.95716
C -4.06609 -0.03303 -0.92259
C -4.54821 -0.23544 0.47246
O -5.78112 0.46987 0.62007
C -6.40555 0.17649 1.80734
H -7.10314 2.86433 -3.70901
H -6.60230 2.18772 -5.29804
H -5.38334 2.41564 -4.00554
H -5.46789 -0.05394 -5.22086
H -6.27389 -1.13177 -4.08806
H -4.12158 0.99806 -3.28493
H -3.79000 -0.72881 -3.54357
H -5.94924 -0.17465 -1.78095
H -3.73917 1.01861 -1.00581
H -3.09516 -0.57166 -1.03113
H -3.68994 0.07712 1.14051
H -4.61267 -1.35090 0.72983
H -7.25387 0.84554 1.91973
H -5.73599 0.25544 2.70430
H -6.63796 -0.92757 1.87479
C 3.45569 -3.45689 4.82610
O 2.41861 -3.02844 3.96230
C 1.74063 -1.83590 4.34201
C 0.64399 -1.55083 3.29578
N -0.44932 -2.54927 3.38549
C -1.33263 -2.21576 2.33487
C -2.44652 -3.21924 2.22821
O -1.88601 -4.52297 2.06650
C -2.84609 -5.52016 2.27058
H 3.96583 -4.32363 4.38285
H 3.08407 -3.75133 5.84833
H 4.13957 -2.61678 4.95500
H 2.39880 -0.99052 4.36089
H 1.21132 -1.95494 5.31711
H 1.16862 -1.46648 2.34909
H 0.25368 -0.50340 3.44324
H -0.05656 -3.46951 3.22277
H -0.86759 -2.01587 1.38193
H -1.80459 -1.28183 2.61734
H -3.07863 -2.98226 1.36162
H -3.05065 -3.15184 3.17035
H -2.55816 -6.47383 1.82560
H -3.82988 -5.22919 1.81875
H -3.06355 -5.69621 3.34361
C 4.68051 -1.26880 0.40854
O 3.86025 -2.32039 -0.02424
C 4.01050 -3.48358 0.76920
C 2.65198 -4.22853 0.94201
N 2.04964 -4.50652 -0.35048
C 0.59812 -4.78777 -0.29292
C -0.07490 -5.31253 -1.53915
O 0.58738 -6.51759 -1.89963
C 0.17202 -6.93979 -3.17214
H 5.73378 -1.52120 0.30528
H 4.55235 -0.94913 1.43369
H 4.48011 -0.33132 -0.08847
H 4.32538 -3.15403 1.72076
H 4.82827 -4.04921 0.39208
H 1.97898 -3.46251 1.39985
H 2.72254 -5.12765 1.58531
H 2.48530 -5.36527 -0.76895
H 0.05680 -3.83661 -0.07967
H 0.43785 -5.52675 0.49496
H 0.00718 -4.67197 -2.44496
H -1.20976 -5.42324 -1.30675
H 0.48738 -7.93014 -3.34928
H 0.52005 -6.28706 -4.00609
H -0.93324 -6.99455 -3.22649
C 1.07432 1.26562 -3.96213
O 2.13782 1.92486 -4.80166
C 3.30623 2.24035 -4.07128
C 4.42727 2.82232 -4.93042
N 3.98994 4.14654 -5.25607
C 4.97784 4.81811 -6.14446
C 4.53550 6.14377 -6.52080
O 3.48811 6.05621 -7.47446
C 3.14665 7.28068 -8.17089
H 0.21209 1.14744 -4.63631
H 0.87903 1.93295 -3.05749
H 1.45797 0.27448 -3.75261
H 3.74411 1.32276 -3.63160
H 3.09173 2.96375 -3.28829
H 4.61415 2.06836 -5.75871
H 5.32233 2.87992 -4.24507
H 3.20807 4.11455 -5.91296
H 5.28777 4.12957 -7.00146
H 5.75265 4.87786 -5.41656
H 5.46469 6.67009 -6.84446
H 4.14818 6.67352 -5.62515
H 2.05161 7.28209 -8.34315
H 3.73167 7.36178 -9.06426
H 3.36752 8.19513 -7.57996
C -4.87640 0.77422 9.89999
O -3.69081 0.80041 9.20175
C -3.04050 -0.43916 9.23309
C -1.89791 -0.35225 8.20899
N -2.46166 0.06395 6.96826
C -1.52860 0.44728 5.96264
C -2.16405 0.95647 4.61419
O -1.09401 1.23441 3.74713
C -0.79574 2.60870 3.43160
H -5.36273 1.76736 10.01628
H -4.59182 0.55575 10.95008
H -5.55181 -0.04295 9.62689
H -3.72919 -1.25076 8.98148
H -2.74756 -0.62617 10.30327
H -1.36690 -1.38046 8.08806
H -1.15831 0.35226 8.53577
H -3.10487 0.83375 7.21427
H -0.97962 -0.55101 5.81556
H -0.81829 1.13531 6.39416
H -2.85769 1.78901 4.85729
H -2.74641 0.11422 4.26032
H -0.97057 2.70310 2.34780
H 0.24688 2.91805 3.51700
H -1.41240 3.28154 4.00410
O 0.08216 4.80857 -2.08625
C -1.15832 5.35759 -2.35264
C -2.17696 4.24051 -2.26733
O -2.05385 3.35752 -3.41540
H 0.81669 5.20172 -2.57920
H -1.45548 6.09486 -1.62238
H -1.22300 5.80405 -3.33137
H -3.18161 4.60343 -2.40794
H -2.01144 3.65955 -1.36696
H -1.20003 2.94761 -3.36655
O 4.43251 -2.89795 -2.82157
C 3.57221 -2.07438 -3.61646
C 2.04311 -2.36521 -3.59298
O 1.53585 -2.22413 -2.25357
H 4.27255 -2.74889 -1.86943
H 3.61129 -1.04387 -3.26352
H 3.89241 -2.11852 -4.65130
H 1.74982 -3.33964 -4.02434
H 1.59429 -1.59966 -4.12010
H 1.97089 -2.85771 -1.63678
O 3.67760 2.51864 1.86039
C 4.43284 3.32495 0.93105
C 3.84014 3.23424 -0.43923
O 3.82593 1.94615 -0.88457
H 3.57149 1.59362 1.68839
H 4.37163 4.29821 1.33425
H 5.45231 2.93579 0.98177
H 4.30216 3.91630 -1.17589
H 2.85101 3.65437 -0.37726
H 3.11599 1.46145 -0.45070
O -0.46062 -1.19316 -0.55843
C -0.33518 0.20766 -0.68975
C 0.58752 0.76016 0.40151
O 1.93117 0.25443 0.32765
H 0.06099 -1.68590 -1.19191
H 0.12138 0.46737 -1.67573
H -1.33448 0.62920 -0.55818
H 0.05397 0.57200 1.33669
H 0.62315 1.86934 0.25663
H 2.00329 -0.61646 -0.08770


Record 6
Below is a structure of composition C26H30BrNOPd, with properties calculated with ωB97M-V/def2-TZVPD.

- gap between HOMO and LUMO (alpha / beta) (eV) = 8.0 / 6.6
- 2S+1 = 3
- expectation value of S² = 2.00
- HOMO level (alpha / beta) (eV) = -7.505 / -7.683

Positions of all 60 atoms, in Å:
Pd 0.07778 -1.81358 -0.77021
N 1.53630 -3.05894 -2.18170
C 1.39369 -4.41760 -1.77260
C 2.50056 -5.12087 -1.31862
C 2.36308 -6.42262 -0.86142
C 1.11312 -7.02422 -0.86214
C 0.01350 -6.31231 -1.31776
C 0.12592 -5.00312 -1.77578
C -1.08213 -4.25345 -2.22928
C -2.04215 -4.89678 -3.01277
C -3.20504 -4.24549 -3.39719
C -3.42824 -2.93563 -2.99471
C -2.47637 -2.28636 -2.21646
C -1.30485 -2.93138 -1.83299
H 2.50512 -2.78017 -2.26700
H 1.04279 -2.85883 -3.04498
H 3.47636 -4.64701 -1.33275
H 3.23288 -6.96253 -0.51005
H 0.98991 -8.03563 -0.49877
H -0.96954 -6.76786 -1.29363
H -1.86849 -5.91955 -3.33012
H -3.93288 -4.75981 -4.01160
H -4.33528 -2.42017 -3.28721
H -2.65460 -1.26348 -1.90793
C 1.42182 4.42074 3.82152
C 0.20872 3.48275 3.85444
C -1.07202 4.32604 3.83207
C 0.23812 2.69444 5.16325
C 0.24836 2.56130 2.63539
C 0.34279 1.18658 2.73363
C 0.37902 0.44411 1.56468
Br 0.49923 -1.45750 1.70291
C 0.33291 0.94777 0.27458
O 0.38885 0.18798 -0.81083
C 0.22783 2.36419 0.17330
C 0.18921 3.10407 1.34287
C 0.13947 3.03062 -1.20592
C -0.02600 4.54593 -1.08677
C -1.08009 2.49198 -1.97161
C 1.42039 2.77059 -2.01530
H 1.41359 5.08351 4.69108
H 1.41886 5.04371 2.92459
H 2.35289 3.84973 3.83173
H -1.10870 4.97706 4.70940
H -1.95782 3.68696 3.84177
H -1.12351 4.96015 2.94436
H 0.19125 3.38615 6.00662
H 1.15662 2.11082 5.26354
H -0.61346 2.01446 5.24336
H 0.38225 0.68094 3.68781
H 0.10459 4.18021 1.25553
H -0.94136 4.81921 -0.55591
H -0.08563 4.96974 -2.09154
H 0.82059 5.01444 -0.57830
H -1.99996 2.69710 -1.41724
H -1.00287 1.41930 -2.13383
H -1.15412 2.98846 -2.94359
H 2.29235 3.17294 -1.49264
H 1.34835 3.27292 -2.98442
H 1.57612 1.70793 -2.18288


Record 7
Below is a cluster of 12 separate species, C24H48Cl24 in total, with properties calculated with ωB97M-V/def2-TZVPD.

- SMILES = ClCCCl.ClCCCl.ClCCCl.ClCCCl.ClCCCl.ClCCCl.ClCCCl.ClCCCl.ClCCCl.ClCCCl.ClCCCl.ClCCCl
- gap between HOMO and LUMO (eV) = 10.4
- HOMO level (eV) = -10.431

Positions of all 96 atoms, in Å:
Cl -3.10981 5.01111 3.40901
C -2.28835 3.89192 4.58792
C -0.75890 3.77431 4.23968
Cl -0.45706 2.85762 2.74231
H -2.73605 2.89822 4.57246
H -2.33093 4.34164 5.57990
H -0.21412 3.16963 4.96472
H -0.23254 4.72372 4.14126
Cl 0.55931 -1.84478 -1.34511
C 1.25807 -0.79797 -0.07813
C 0.11049 -0.13366 0.68263
Cl -0.87164 1.12003 -0.18036
H 1.86820 -0.03039 -0.55422
H 1.91384 -1.44631 0.50304
H 0.40705 0.37621 1.59925
H -0.61518 -0.91839 0.89639
Cl -1.92687 2.89562 -2.70213
C -1.35996 4.49343 -2.13806
C -0.66587 4.37988 -0.69527
Cl 0.07689 5.95651 -0.29438
H -2.12401 5.26671 -2.21775
H -0.56432 4.67996 -2.85936
H 0.13438 3.64797 -0.80478
H -1.20443 3.99458 0.17054
Cl -5.73092 0.65127 1.98825
C -5.00589 2.21153 2.25955
C -4.05454 2.53079 1.10503
Cl -4.97280 2.72592 -0.32442
H -4.43655 2.16243 3.18775
H -5.81930 2.91773 2.42607
H -3.32939 1.72169 1.01784
H -3.45398 3.42478 1.27296
Cl -3.06978 -2.02003 0.07894
C -3.60750 -1.16819 -1.37008
C -2.83074 -1.60151 -2.60793
Cl -2.80812 -3.35371 -2.91092
H -3.44695 -0.10022 -1.22251
H -4.67555 -1.30743 -1.53726
H -1.82709 -1.20532 -2.45365
H -3.09377 -1.13495 -3.55726
Cl 1.91044 -3.31023 -5.34357
C 0.19932 -3.26579 -4.78118
C -0.75799 -2.83390 -5.97832
Cl -0.99541 -4.06850 -7.24589
H 0.09817 -2.40045 -4.12616
H 0.01588 -4.25305 -4.35718
H -0.48685 -1.91572 -6.49940
H -1.76039 -2.70649 -5.56960
Cl 4.19597 -0.95243 -1.95210
C 4.26658 -2.30180 -3.11050
C 5.58074 -3.00363 -2.95548
Cl 6.85361 -1.79944 -3.07823
H 4.07022 -1.98237 -4.13398
H 3.47193 -2.97942 -2.79832
H 5.62816 -3.69663 -3.79549
H 5.71388 -3.45518 -1.97239
Cl 5.57816 2.20513 -0.63460
C 4.77075 3.67043 -0.35245
C 3.62098 3.51108 0.57831
Cl 2.37360 2.56687 -0.30034
H 4.40622 4.13668 -1.26779
H 5.52154 4.33230 0.07923
H 3.28233 4.47132 0.96737
H 3.86636 2.82333 1.38756
Cl -2.73427 -0.81604 4.49877
C -3.31243 -2.13630 3.39031
C -3.41621 -3.43189 4.14058
Cl -3.66286 -4.73573 3.06256
H -2.53829 -2.17085 2.62376
H -4.22082 -1.78089 2.90389
H -4.25241 -3.46915 4.83879
H -2.51844 -3.43741 4.75871
Cl 1.05328 -6.80867 2.43318
C -0.35451 -5.89243 1.81133
C 0.07173 -4.65256 1.03151
Cl 0.70585 -3.37472 2.11286
H -1.02542 -5.48390 2.56702
H -0.96961 -6.58198 1.23315
H -0.80911 -4.33861 0.47148
H 0.82908 -4.87353 0.27939
Cl 2.03821 2.89324 -5.34858
C 1.82558 2.18637 -3.72602
C 1.43058 0.73974 -3.77640
Cl -0.22014 0.55896 -4.34865
H 1.07676 2.78330 -3.20541
H 2.77336 2.33724 -3.20925
H 1.26351 0.30442 -2.79116
H 2.21100 0.12640 -4.22678
Cl 4.15897 0.37952 2.97572
C 2.80166 0.80294 4.11144
C 2.14191 -0.48079 4.49464
Cl 3.24105 -1.56465 5.38651
H 2.08774 1.37821 3.52198
H 3.17374 1.34983 4.97779
H 1.80289 -1.04356 3.62489
H 1.21808 -0.32101 5.05060


Energy relative to the best compared isomer or geometry (same formula, charge and spin) for every record listed, in sequence, given in eV: 1.072, 0.000, 1.679, 3.532, 1.100, 0.257, 1.566.